Record 1
Below is a structure of composition C16H19AsN2O7PdS, with properties calculated with ωB97M-V with the def2-TZVPD basis set.

The HOMO-LUMO gap is 0.1809 hartree. The largest force on an atom comes out at 0.0131 Eh/bohr.

Geometry as ORCA input:
```
! wB97M-V def2-TZVPD RIJCOSX def2/J DEFGRID3
* xyz -2 1
H -4.034 -1.403 2.055
C 3.224 -0.691 -1.400
C -1.264 1.396 -4.169
C -3.047 -1.267 2.479
O 0.211 -0.702 -2.749
O -5.282 -1.263 4.298
C -2.941 -1.100 3.882
C -4.145 -1.137 4.699
H -2.249 0.953 -4.031
C -1.219 3.860 -2.534
H -0.618 0.625 -4.573
H 1.455 2.716 -1.437
H 1.752 1.229 -2.356
C -1.961 -1.258 1.655
H -2.092 -1.376 0.587
H -2.304 3.875 -2.642
C 1.731 -0.948 1.835
H 1.946 -1.013 2.890
C -0.534 -0.886 3.581
H -0.760 4.393 -3.371
H -1.316 2.278 -4.810
H 6.067 -0.349 0.391
Pd 0.380 -0.999 -0.671
O -1.364 1.451 -1.045
H -1.465 -0.729 5.444
C 5.011 -0.481 0.171
H -3.036 -0.933 6.241
O -3.978 -1.009 6.064
C 2.716 -0.765 0.926
C 4.573 -0.550 -1.189
O -0.114 -3.124 -2.843
N 2.326 -0.768 -0.416
S -0.832 -1.863 -2.821
C 4.129 -0.584 1.191
H -0.958 4.341 -1.593
H 0.426 -0.708 4.041
H 5.260 -0.499 -2.021
C -0.634 -1.080 2.164
C 1.251 2.190 -2.370
H 1.580 2.787 -3.222
O -1.535 -1.629 -1.503
C -1.647 -0.900 4.383
N 0.418 -1.103 1.348
As -0.664 1.983 -2.430
O -1.718 -1.668 -3.954
H 2.798 -0.760 -2.397
H 4.457 -0.533 2.223
*
```

***

Record 2
Below is a structure of composition C5H13N3O2, with properties calculated with ωB97M-V with the def2-TZVPD basis set.

As for the energy above the lowest of the compared OMol25 structures with the same formula, charge and spin: 83.3 kcal/mol. The HOMO-LUMO gap is 0.3245 hartree. The largest force on an atom comes out at 0.0151 Eh/bohr.

Geometry as ORCA input:
```
! wB97M-V def2-TZVPD RIJCOSX def2/J DEFGRID3
* xyz 0 1
H 0.419 -1.967 -2.718
N 0.680 1.805 -1.515
H 1.146 -0.125 3.282
H -1.963 1.420 0.182
C 0.715 0.813 -2.363
H -2.362 1.239 2.545
C 0.115 -1.593 -1.741
O 0.375 -0.315 1.359
H 1.833 -1.392 2.233
N 1.374 0.527 -3.403
H 0.953 -1.645 -1.044
C 0.917 -0.894 2.539
O -0.360 -0.246 -1.854
H -1.243 0.146 3.519
N -1.065 0.952 0.202
H 0.227 -1.626 2.971
C -0.754 0.428 1.476
H 1.049 -0.277 -3.923
C -1.489 0.606 2.576
H 1.244 2.579 -1.840
H -0.246 1.583 -0.328
H -0.855 0.180 -0.787
H -0.711 -2.199 -1.370
*
```

***

Record 3
Below is the molecule C2H3NO at a distorted geometry, with properties calculated with ωB97M-V with the def2-TZVPD basis set.

As for the energy above the lowest of the compared OMol25 structures with the same formula, charge and spin: 47.8 kcal/mol. The HOMO-LUMO gap is 0.4186 hartree. The largest force on an atom comes out at 0.1006 Eh/bohr.

Geometry as ORCA input:
```
! wB97M-V def2-TZVPD RIJCOSX def2/J DEFGRID3
* xyz 0 1
O -0.153 1.052 0.032
N -0.277 -1.049 0.055
H 1.132 -0.184 -0.957
H -2.054 0.172 -0.011
H 1.600 0.046 0.742
C -1.046 0.020 0.037
C 0.799 -0.056 0.101
*
```

***

Record 4
Below is a structure of composition C46H39ClN5O2P2Ti, with properties calculated with ωB97M-V with the def2-TZVPD basis set.

As for the energy above the lowest of the compared OMol25 structures with the same formula, charge and spin: 2.8 kcal/mol. The HOMO-LUMO gap (spin up / spin down) is 0.2099 / 0.2569 hartree. The expectation value of S² is 2.023. The largest force on an atom comes out at 0.0070 Eh/bohr.

Geometry as ORCA input:
```
! wB97M-V def2-TZVPD RIJCOSX def2/J DEFGRID3
* xyz 1 3
C -1.067 3.678 -3.150
H 1.010 -2.238 4.227
O -1.549 -0.249 -0.987
H 6.376 -0.035 3.691
C 0.800 -1.792 2.254
C 2.402 4.222 3.568
N 3.305 -0.972 -0.047
C 2.792 -1.402 3.515
C -0.785 3.129 -0.829
H 0.552 5.059 4.271
Ti 0.462 -1.050 -0.911
H 5.206 -0.177 1.507
N 0.732 -0.632 -3.016
C -1.973 4.668 -2.799
H -2.994 5.669 -1.196
H -2.436 5.272 -3.569
H 2.926 -1.660 5.643
H 1.724 -0.349 -6.737
H 5.233 -0.782 5.754
H 4.054 -0.933 -2.515
C -1.423 1.255 1.284
C -3.775 -2.075 3.235
C -4.809 2.375 -2.283
H 2.709 2.086 0.954
H -6.558 3.509 -1.791
H -1.212 -0.336 -3.603
H 0.230 2.119 -2.426
C 0.971 -3.913 -1.327
N 2.475 -1.057 -1.121
H 3.747 -5.263 0.129
C 0.257 3.773 2.586
C 4.720 -0.490 2.420
C -0.224 -3.122 -0.955
H -0.819 3.508 -4.189
P -0.046 2.046 0.390
C -4.725 1.726 0.419
C -1.692 4.128 -0.477
C -3.042 -1.129 1.146
H -3.069 -2.454 -0.547
C 2.985 -0.938 -2.347
C -0.192 -0.407 -3.965
H -4.845 2.627 -3.334
C 2.415 -0.656 -4.749
C -4.013 -3.286 2.595
C 4.723 -0.838 4.801
Cl 0.233 -3.797 -3.949
H 2.722 -5.046 -4.024
C 3.072 -4.963 -0.662
C 2.697 -1.115 1.077
H -3.941 -4.366 0.742
H -3.972 -1.971 4.293
C 2.246 2.749 1.676
H -4.710 1.460 1.471
H -0.601 -3.430 0.027
C 3.010 3.390 2.640
C -3.764 -3.421 1.236
H -1.936 4.316 0.562
N 1.300 -1.381 1.138
C 3.420 -0.989 2.341
C -5.730 2.547 -0.063
C -3.756 1.234 -0.454
H -4.392 -4.128 3.159
H 4.325 -5.705 -2.248
C 5.366 -0.416 3.639
H -0.816 3.926 2.584
N 1.477 -1.883 3.410
H -6.487 2.928 0.609
C 0.867 2.942 1.645
H 4.080 3.237 2.666
H 3.001 4.721 4.318
C 0.108 -0.288 -5.297
C -3.797 1.556 -1.806
H -2.042 2.001 1.786
H -3.100 -0.059 3.025
P -2.412 0.224 0.154
C -3.283 -2.344 0.509
C 1.454 -0.424 -5.693
H -0.246 -2.087 2.284
C 3.398 -5.213 -1.990
C -2.289 4.893 -1.464
C 2.509 -4.844 -2.984
C 2.049 -0.755 -3.388
C -0.473 2.901 -2.166
C 1.322 -4.211 -2.647
C -5.769 2.871 -1.414
H -0.954 0.622 2.043
H 1.641 -4.146 0.694
C 1.025 4.413 3.543
C 3.433 -1.331 4.745
O 0.842 1.026 -0.258
C 1.885 -4.331 -0.346
H 3.455 -0.770 -5.023
H -3.034 1.172 -2.470
H -0.676 -0.116 -6.019
H -1.033 -3.216 -1.683
C -3.286 -0.997 2.513
*
```

***

Record 5
Below is a cluster of 3 separate species, C4H14NO3 in total at a distorted geometry, with properties calculated with ωB97M-V with the def2-TZVPD basis set.

As for the energy above the lowest of the compared OMol25 structures with the same formula, charge and spin: 24.4 kcal/mol. The HOMO-LUMO gap is 0.2915 hartree. The largest force on an atom comes out at 0.0923 Eh/bohr.

Geometry as ORCA input:
```
! wB97M-V def2-TZVPD RIJCOSX def2/J DEFGRID3
* xyz -1 1
H -2.313 -0.455 -0.640
H -0.958 -0.359 1.994
C -0.397 -0.923 -1.427
H 1.217 -0.819 -2.764
C 0.967 -0.276 -1.841
O -0.189 0.547 0.973
O -1.289 -1.269 2.362
H -0.262 -1.511 -0.498
H -0.679 -1.658 -2.206
O 1.400 1.490 2.754
C -0.979 1.206 0.045
H 0.759 1.364 1.970
H 1.884 0.034 -0.017
H 1.945 0.700 2.830
H -0.432 1.883 -0.602
H 0.871 0.813 -1.966
H -0.755 -1.253 3.157
H -1.978 1.478 0.355
H 2.184 -1.443 -0.693
C -1.435 0.083 -1.053
N 2.076 -0.453 -0.883
H -1.638 0.821 -1.852
*
```

***

Record 6
Below is a structure of composition C28H24O8P2ReSi, with properties calculated with ωB97M-V with the def2-TZVPD basis set.

As for the energy above the lowest of the compared OMol25 structures with the same formula, charge and spin: 0.0 kcal/mol. The HOMO-LUMO gap (spin up / spin down) is 0.2638 / 0.2781 hartree. The expectation value of S² is 0.759. The largest force on an atom comes out at 0.0128 Eh/bohr.

Geometry as ORCA input:
```
! wB97M-V def2-TZVPD RIJCOSX def2/J DEFGRID3
* xyz 0 2
C -0.961 -0.832 3.478
C 3.461 -0.183 -2.088
C 2.455 0.624 -1.505
C 1.232 0.876 -2.212
O -1.485 2.680 -2.473
H 0.153 0.505 -4.013
O -0.741 5.758 -0.741
C 2.385 -3.589 -0.882
C -5.350 -2.589 0.425
C 0.157 -2.720 -1.076
H 5.429 -1.025 -1.847
H 0.154 1.784 1.632
H -0.913 -0.929 5.617
O -1.827 3.543 -0.244
C -3.006 -2.911 0.819
C 0.312 -2.016 0.120
O 0.540 3.615 -0.802
C 3.228 -0.742 -3.368
H -4.473 -4.468 0.975
O -1.029 0.365 -0.491
H 3.489 -2.963 0.847
C 3.856 0.913 0.451
H 1.658 -1.579 1.735
H -2.217 5.279 -2.313
C -0.662 -0.087 2.333
H -6.356 -2.984 0.375
C -2.759 -1.566 0.547
O -0.225 4.556 1.483
C 1.066 0.316 -3.461
O -3.838 2.460 -1.395
H 1.952 1.819 0.247
H 3.999 -1.362 -3.811
C -0.671 -0.342 4.740
H 3.193 -4.195 -1.275
Si -1.041 -0.855 0.680
C -5.118 -1.249 0.143
P -0.486 4.396 0.058
C 1.520 -2.118 0.804
Re -0.232 1.830 -1.199
H 1.056 -4.036 -2.507
H 0.140 1.296 5.863
C 1.186 -3.500 -1.576
C -0.082 0.908 4.878
C 4.663 -0.414 -1.384
O -2.992 4.707 -2.217
C 2.553 -2.899 0.308
P -2.666 3.279 -1.644
H -3.665 0.308 -0.023
H -2.182 -3.574 1.062
H -1.440 -1.802 3.387
C -0.074 1.163 2.491
C -3.831 -0.739 0.207
C 0.212 1.663 3.752
C 2.688 1.164 -0.221
H 4.015 1.336 1.434
C 4.856 0.120 -0.139
H -0.668 6.536 -0.177
C -4.294 -3.422 0.762
C 2.060 -0.502 -4.037
H 0.656 2.646 3.839
H -0.778 -2.657 -1.622
H 1.897 -0.931 -5.016
H -5.939 -0.600 -0.128
H 5.779 -0.062 0.396
*
```

***

Record 7
Below is the molecule C4H5NO, with properties calculated with ωB97M-V with the def2-TZVPD basis set.

As for the energy above the lowest of the compared OMol25 structures with the same formula, charge and spin: 8.9 kcal/mol. The HOMO-LUMO gap is 0.3780 hartree. Its structure (SMILES) is Cc1cocn1. The largest force on an atom comes out at 0.0073 Eh/bohr.

Geometry as ORCA input:
```
! wB97M-V def2-TZVPD RIJCOSX def2/J DEFGRID3
* xyz 0 1
H 1.478 -1.601 0.573
H -1.916 -0.845 0.221
H -0.418 2.981 0.432
H 1.734 -1.186 -1.123
C -1.151 -0.084 0.244
C -0.375 1.906 0.307
C 0.977 -1.321 -0.353
C 0.158 -0.104 -0.082
O -1.513 1.210 0.498
N 0.650 1.198 -0.030
H 0.347 -2.157 -0.670
*
```